A cluster of 7 separate species, C39H77ClN10O10P in total at a distorted geometry, computed with the ωB97M-V functional and the def2-TZVPD basis.

Output
E_HOMO: -0.371 hartree
Net charge: +1
Largest force on an atom: 9.067 eV Å⁻¹

```
138
Properties=species:S:1:pos:R:3:forces:R:3
H 6.382 -5.686 -0.703 -1.67 -1.80 -0.26
O -1.324 0.163 3.651 0.24 -0.20 -0.01
C 5.997 -7.319 0.841 0.24 -0.15 1.13
H 5.609 5.619 1.084 0.30 -0.06 -0.16
C -0.767 4.616 3.799 0.07 -0.25 0.02
C -1.992 5.174 3.129 -0.57 0.21 -0.33
O -3.829 -2.981 1.060 7.33 1.83 -5.01
H -8.700 8.670 -2.055 -0.30 0.11 -0.09
H 7.090 5.368 4.180 0.12 -0.17 -0.07
Cl 3.336 -8.131 -0.546 0.67 1.76 -0.51
H 6.317 -8.456 0.812 -0.84 2.41 -0.10
H -4.310 2.689 3.968 0.22 -0.09 0.14
H 7.512 -0.297 0.517 -2.06 -1.27 -0.83
H -1.485 -6.888 -1.363 1.06 1.59 -1.36
H -1.538 -1.182 1.816 0.19 -2.36 -1.12
P 0.532 -6.868 -2.318 -0.76 -2.38 0.54
H -4.089 3.759 -2.452 -0.14 0.07 -0.30
H -0.755 4.898 4.855 0.19 0.05 -0.11
C 5.227 4.330 3.994 -0.92 -0.09 0.27
C 6.016 0.110 -1.154 -0.47 -0.17 0.13
C -5.980 0.678 -1.581 -0.14 -0.32 -0.02
C -7.476 6.344 -3.891 0.50 -0.38 0.44
H 0.562 -4.725 -4.325 1.51 0.06 1.87
H -2.121 -3.187 -7.621 -0.06 0.07 0.31
H 4.544 1.044 4.467 -0.33 -1.83 -1.84
C 3.147 -1.986 2.465 1.64 1.34 -0.35
H -3.690 -2.985 -6.819 0.05 0.20 -0.03
N 1.756 -5.593 -2.548 0.93 0.55 -0.69
H 0.834 -4.249 1.025 -0.40 0.69 -2.11
H -0.402 7.122 4.134 -0.21 0.00 -0.12
H 3.962 4.415 2.453 0.26 0.00 0.05
O -6.533 5.557 -3.843 -0.39 0.36 -0.15
C 4.212 -2.111 1.209 1.18 3.77 3.19
H 6.865 -6.761 1.442 -1.84 -1.07 -1.59
O -1.073 -3.901 -5.444 -0.05 0.07 -0.03
C 6.597 -0.883 0.027 0.15 0.54 0.70
H -5.238 0.517 -2.368 -0.18 0.10 -0.12
H -7.513 6.524 -1.904 -0.15 0.12 -0.21
C 5.505 0.119 2.408 -2.94 -2.11 0.32
H 2.971 -4.530 1.343 1.98 0.47 -1.77
C 0.890 -3.343 -2.478 0.05 1.19 -0.51
H -0.368 -8.371 -3.938 1.02 0.98 0.43
H 1.020 -1.265 4.466 2.39 0.89 0.91
O 4.139 -3.079 0.105 -0.72 -0.10 2.50
H 6.301 -7.449 -1.415 -1.52 1.82 1.45
N 1.408 -3.755 -1.119 1.92 -2.80 0.20
H -3.239 -0.788 -3.656 -0.27 0.19 -0.10
C 2.340 -4.929 -1.321 -2.87 0.85 -0.72
H -0.130 -6.831 -4.510 0.72 -1.28 0.19
C 3.877 -4.449 0.570 -0.21 0.41 2.15
N -2.777 1.464 4.759 0.54 -0.40 -0.58
H -0.264 -3.136 -2.506 2.25 -0.85 0.38
H -0.977 8.201 2.835 0.20 0.11 0.23
C -1.377 -2.253 1.316 0.84 0.31 -1.34
H 4.825 -4.804 1.156 -1.73 0.11 -1.59
H 4.181 -6.605 -2.304 -0.46 0.47 2.83
H -4.632 1.914 5.542 -0.14 0.23 -0.06
H -7.581 6.271 -6.020 -0.05 0.07 0.32
N 0.358 -7.607 -3.971 -1.23 2.70 0.92
H 2.290 -4.007 -4.136 -1.48 -1.57 1.41
C 0.417 -3.815 0.021 -1.12 2.21 1.30
H 6.912 4.725 1.912 -0.24 -0.01 0.02
H 8.104 -2.034 -1.249 -1.86 -0.61 1.67
O -5.289 1.205 0.649 -0.34 -0.04 -0.63
N -5.037 2.837 -0.869 -0.13 -0.94 0.38
H -2.539 -1.611 -6.923 -0.19 -0.08 -0.01
C 5.875 4.681 1.577 -0.39 0.01 -0.20
H 5.046 -7.245 1.542 1.88 -0.16 -1.63
H 7.236 3.591 3.961 0.10 0.19 -0.03
H -4.380 -2.151 -3.553 -0.14 0.25 -0.08
H 4.973 -0.318 -1.542 2.34 0.86 0.68
H 6.784 0.228 -2.057 -1.71 -0.27 2.03
C -9.080 7.786 -2.573 0.08 -0.04 0.44
H 0.821 -1.627 0.880 -1.51 -1.29 -1.22
C -0.022 -2.233 0.336 -1.14 -0.12 0.79
C -2.267 0.950 3.603 -0.07 0.15 0.15
H 2.392 -1.345 5.854 -0.59 1.05 -2.07
N -2.153 6.528 3.106 -0.04 -0.85 -0.07
H 1.801 0.341 5.089 0.75 -2.60 -0.45
H -9.151 6.473 -5.218 0.04 0.21 -0.04
H -2.790 2.453 2.172 -0.24 -0.19 0.06
H 2.255 -2.779 2.458 2.08 2.01 0.22
C 5.439 -1.011 1.178 -2.07 0.19 2.81
C 2.045 -0.807 4.870 -0.14 0.44 -1.19
H -0.362 -1.659 -0.638 1.09 -1.29 1.82
O -2.839 4.451 2.610 0.24 0.38 0.12
H -6.890 1.117 -1.999 0.17 -0.05 -0.16
C 6.663 4.394 4.433 0.15 -0.01 0.23
C 3.205 -0.875 3.669 2.48 0.17 -2.43
H -8.000 7.847 -5.322 -0.20 -0.08 -0.02
O 4.308 4.156 4.792 0.47 0.00 -0.32
O -1.065 -6.211 -2.002 1.12 -1.23 0.36
H 7.602 -3.029 0.307 -1.02 1.47 -1.50
H -4.668 3.377 -0.095 -0.08 -0.11 -0.14
H -3.941 1.079 2.276 0.21 0.24 -0.07
C -2.889 1.372 2.302 0.06 -0.19 0.14
H -0.784 3.524 3.734 -0.10 0.25 -0.03
N 4.952 4.471 2.666 0.04 -0.09 0.62
H -9.841 7.307 -1.953 -0.17 0.26 -0.10
C -5.416 1.576 -0.516 0.33 0.47 0.79
H -4.059 -1.375 -5.127 0.17 -0.09 0.16
H 6.375 -2.785 -1.222 1.75 0.66 1.68
C 7.201 -2.305 -0.519 -0.21 0.82 -1.42
C -8.098 6.766 -5.192 0.03 -0.05 -0.26
H -5.513 2.797 -2.930 0.03 0.12 0.20
C -2.016 -3.114 -5.492 0.18 -0.15 0.51
O -2.690 -2.756 -1.084 0.41 1.74 2.44
C -2.637 -2.692 -6.793 0.07 -0.10 -0.24
C -3.871 2.392 4.921 -0.03 -0.06 0.34
H -3.490 3.276 5.439 -0.28 0.13 -0.09
H -3.002 6.823 2.637 0.22 -0.06 0.13
H -1.858 8.123 4.380 0.30 0.11 0.06
N 3.489 -5.307 -0.613 -2.98 0.81 -2.23
C -1.285 7.544 3.652 -0.29 0.29 -0.14
H 5.754 3.858 0.867 0.27 0.11 -0.15
C 5.764 -6.691 -0.666 1.05 -0.43 0.70
H -2.052 -2.934 -3.505 -0.32 -0.08 -0.17
C 4.195 -6.546 -1.112 1.92 -1.17 -1.16
H -1.187 -3.010 2.198 -0.91 1.34 -1.89
C 1.397 -4.498 -3.534 -0.16 2.34 0.40
H 0.133 4.977 3.296 0.00 0.04 0.23
H -2.372 0.877 1.474 -0.06 -0.01 0.23
H 1.417 -2.317 -2.677 -1.06 -1.95 0.08
N -7.987 6.858 -2.736 0.37 -0.35 -0.56
C -5.101 3.461 -2.169 0.08 0.46 0.32
H 6.718 4.265 5.518 -0.16 0.03 -0.29
H -9.520 8.083 -3.526 0.16 -0.12 0.15
H 6.367 0.926 2.374 -1.89 -1.94 -0.01
C -3.619 -1.672 -4.174 -0.03 -0.14 0.44
N -2.526 -2.600 -4.336 0.54 -0.31 -0.70
H -2.303 1.130 5.590 -0.15 0.07 -0.19
C -2.705 -2.669 0.388 -5.34 -1.45 4.43
H -5.727 4.354 -2.085 0.16 -0.18 -0.46
H 5.774 1.171 -0.667 0.66 -2.32 -1.12
H -2.454 -1.853 -1.462 -0.29 -1.45 1.00
H -6.233 -0.292 -1.143 0.11 0.28 0.04
C 4.429 0.216 3.641 -0.17 -3.24 -3.55
H -0.582 -4.376 -0.213 2.09 0.71 -0.06
```
Positions in Å, forces in eV/Å.